# 1
The following is a DFT calculation (ωB97M-V/def2-TZVPD) of a molecular structure, C18H18N4Na.

Relative energy (zero: lowest compared OMol25 entry of this formula, charge and spin) (kcal/mol): 0.00
HOMO level (eV): -12.42
Strongest force on any atom (eV/Å): 0.7
LUMO energy (eV): -2.4

```
! RIJCOSX wB97M-V def2-TZVPD def2/J DEFGRID3
* xyz 1 1
Na 1.2882 1.1406 -0.4470
N 0.5285 2.1071 1.5780
N 0.7189 -0.6723 0.8110
N 1.9965 -0.7399 -1.7300
N -0.8695 0.8606 -1.0634
C 2.4426 -2.0966 -3.6523
C -2.9741 1.4012 -2.0782
C 2.3947 -3.2399 -2.8750
C -0.7634 3.6658 2.8579
C 2.2320 -0.8752 -3.0354
C 2.1416 -3.1150 -1.5183
C -0.6852 1.3711 3.4991
C 1.9563 -1.8506 -0.9818
C 0.0699 3.3385 1.8012
C -1.1513 2.6575 3.7212
C -0.6179 -1.1212 0.4029
C -3.5688 0.3192 -1.4445
C 1.7452 -1.6726 0.5076
C -1.6326 1.6286 -1.8515
C 0.7614 -0.2359 2.2062
C -2.7947 -0.4760 -0.6238
C -1.4454 -0.1779 -0.4593
C 0.1574 1.1369 2.4247
H 0.2667 -0.9564 2.8705
H 2.0917 -3.9860 -0.8785
H 0.3821 4.1032 1.0993
H 2.5472 -4.2153 -3.3174
H 1.8086 -0.1955 2.5154
H 2.6844 -1.3368 0.9551
H -1.2123 -1.3703 1.2892
H -3.5358 2.0564 -2.7282
H 2.2511 0.0380 -3.6187
H 1.5194 -2.6481 0.9588
H -4.6190 0.1022 -1.5874
H -1.8076 2.8670 4.5554
H 2.6353 -2.1417 -4.7145
H -0.5181 -2.0555 -0.1567
H -1.1391 2.4699 -2.3248
H -3.2242 -1.3273 -0.1109
H -0.9653 0.5568 4.1539
H -1.0958 4.6852 2.9905
*
```

In elementary charge units, the Löwdin charges are: 0.478 0.075 -0.200 0.081 0.067 -0.043 -0.047 -0.037 -0.043 -0.108 -0.009 -0.007 -0.263 -0.111 -0.038 -0.094 -0.040 -0.125 -0.112 -0.121 -0.013 -0.237 -0.253 0.130 0.120 0.115 0.118 0.134 0.134 0.133 0.112 0.115 0.135 0.118 0.118 0.113 0.137 0.113 0.123 0.119 0.113

---

# 2
The following is a DFT calculation (ωB97M-V/def2-TZVPD) of 2 unconnected molecules or ions with the total composition C3H12N2O at a distorted geometry.

Relative energy (zero: lowest compared OMol25 entry of this formula, charge and spin) (kcal/mol): 28.61
Structure (SMILES): C[C@H](N)CN.O
HOMO level (eV): -8.49
Strongest force on any atom (eV/Å): 3.8
LUMO energy (eV): 1.0

```
! RIJCOSX wB97M-V def2-TZVPD def2/J DEFGRID3
* xyz 0 1
O 0.4136 -3.3886 3.4512
N -1.4234 0.3311 0.7987
N 1.4640 1.6122 -1.1370
C -0.1709 0.1158 -0.0654
C -0.4452 0.7876 -2.4549
C 0.1006 1.2217 -1.0557
H -2.3455 0.0958 0.4093
H -0.2226 -0.8814 -0.3803
H -0.6062 -0.2476 -2.8636
H -0.5143 2.0541 -0.6244
H 0.1515 1.3586 -3.2089
H 2.0682 0.8770 -1.4901
H 1.2109 -3.2418 2.9288
H 0.5609 0.1795 0.6811
H 1.6220 2.5337 -1.5281
H 0.3415 -4.3480 3.4928
H -1.2944 1.1139 1.3974
H -1.4720 1.2612 -2.5995
*
```

In elementary charge units, the Löwdin charges are: -0.063 -0.011 0.014 -0.225 -0.085 -0.481 0.066 0.088 0.077 0.140 0.063 0.083 0.031 0.082 0.076 0.030 0.039 0.076

---

# 3
The following is a DFT calculation (ωB97M-V/def2-TZVPD) of 16 unconnected molecules or ions with the total composition C48H112N16O16 at a distorted geometry.

Relative energy (zero: lowest compared OMol25 entry of this formula, charge and spin) (kcal/mol): 142.12
HOMO level (eV): -9.17
Strongest force on any atom (eV/Å): 3.9
LUMO energy (eV): -0.1

```
! RIJCOSX wB97M-V def2-TZVPD def2/J DEFGRID3
* xyz 0 1
O -5.7441 -4.8561 -3.2778
O -9.3816 0.8043 -6.7831
O 10.7846 0.5949 -7.5698
O 0.8106 9.9272 -1.1553
O -7.1087 7.1294 -0.9224
O 0.2021 0.8330 1.2747
O -7.1122 1.7153 5.2527
O 8.7000 3.2412 -0.5969
O 2.2517 -8.3791 6.6971
O 3.2884 -6.3220 -1.2781
O 0.5982 -1.3525 11.2662
O -5.8944 -5.1553 7.7896
O -1.0296 -0.0053 -6.7106
O -3.8152 -10.5465 2.4946
O 5.6678 3.8537 6.0268
O 7.5496 8.2209 -7.3063
N -0.0629 0.7434 -0.9729
N 4.6504 2.3109 4.7194
N -7.9888 -5.5545 8.4061
N 7.1031 6.8208 -5.5968
N -5.8217 -6.2935 -5.0472
N -3.8745 -9.4305 4.3965
N 2.0116 -7.2921 4.6727
N -0.8410 -3.0130 10.4339
N 9.3295 1.3793 -6.0501
N -7.2946 2.5493 3.2385
N -6.2954 8.1619 -2.7239
N 10.2117 2.2112 0.7253
N -9.1389 -1.1460 -5.7516
N 0.2651 1.1676 -8.0666
N 4.6341 -5.4460 -2.8711
N 0.8844 12.1758 -1.5749
C -3.6947 -9.4989 3.0697
C -7.5400 -4.8435 6.1409
C -6.7862 2.5689 4.4280
C -1.5940 -0.5069 0.3711
C -0.5210 -0.9707 9.2489
C 10.5505 1.1648 -6.5060
C -6.2115 -5.8472 -3.8705
C -10.2559 -1.8334 -6.4432
C -4.7976 6.7178 -1.5950
C -3.3474 -8.1455 2.4044
C 3.6432 -7.5330 -3.2236
C 3.0188 10.9404 -1.1582
C 11.6407 1.4122 -5.4440
C 9.4340 7.4927 -6.0305
C 5.0520 -4.3327 -2.1199
C 2.6626 -9.6154 4.7221
C -8.7637 0.1109 -6.0039
C -6.1363 7.3983 -1.6493
C 0.7476 -1.2272 -7.7041
C -0.4359 0.4886 0.3007
C -7.6599 0.7815 -5.1631
C 3.8310 -6.3634 -2.3864
C 2.3570 -8.3701 5.4548
C 1.4589 10.9734 -1.2925
C 5.4422 1.1749 5.3397
C -7.1008 -5.1377 7.5371
C -0.3336 2.4673 -7.8175
C -0.0562 0.0223 -7.4500
C -0.5397 12.3556 -1.9039
C 8.0595 1.0343 -6.6722
C -4.1235 -10.5727 5.2985
C -4.6379 -5.6821 -5.6748
C 11.3996 2.2593 1.4792
C 9.4274 3.2577 0.4007
C 4.8458 3.5598 5.1276
C -0.7306 -4.0050 11.4894
C -8.0396 1.4396 2.6274
C 5.5951 6.8546 -5.7508
C 7.9129 7.5401 -6.3617
C -0.1897 -1.8320 10.4268
C 3.9311 4.6112 4.4033
C 1.5578 -6.0098 5.1809
C -7.3996 8.9830 -3.0484
C 9.5394 4.5317 1.2256
C -7.6115 -6.0179 9.7553
C 1.0449 1.6806 -1.2388
C -5.6777 3.6040 4.6979
C -7.3738 -6.5743 -3.1280
H -1.5759 -3.9687 12.1766
H 10.1320 5.2206 0.6237
H -3.4138 -11.3673 5.0681
H 12.1165 0.4562 -5.2255
H 3.4172 11.0619 -2.1655
H -4.8979 5.6368 -1.4978
H -2.7165 -8.3626 1.5424
H -6.9814 1.3636 -5.7867
H -2.3862 -0.2420 -0.3291
H -6.9244 -7.4142 -2.5981
H 12.0488 1.3928 1.3538
H -5.9696 4.6024 4.3722
H 4.1191 -8.4398 -2.8501
H -4.2726 -7.6579 2.0972
H -8.8036 1.0492 3.2997
H -8.5515 -1.6797 -5.1270
H -7.3967 0.6049 2.3482
H -5.1490 -10.9281 5.1982
H -0.8965 2.5435 -6.8873
H 0.8174 2.5969 -0.6940
H 4.4393 -3.4331 -2.1779
H 1.3162 -5.3327 4.3615
H 8.2284 0.2760 -7.4368
H 4.0761 -7.4741 -4.2222
H -8.1196 -7.1352 -3.6913
H -10.6373 -1.2527 -7.2831
H -6.3940 -6.9633 -5.5411
H 0.7093 -6.0954 5.8597
H -7.1648 -0.0146 -4.6069
H 1.7442 -10.1954 4.6312
H 4.1223 4.8790 3.3642
H 5.2016 5.8986 -6.0964
H -8.3517 8.6410 -2.6427
H -1.0850 2.7191 -8.5659
H 2.6013 -7.6975 -3.4984
H 9.9703 4.3735 2.2143
H 10.0366 7.1979 -6.8896
H -8.2401 -4.0161 6.2563
H 5.0804 -4.5450 -1.0511
H 5.0890 6.9750 -4.7929
H 10.1010 1.3440 0.2194
H -3.8242 -5.5115 -4.9698
H -5.4519 3.6428 5.7636
H 5.1686 7.6501 -6.3618
H -9.8978 -2.7465 -6.9186
H -7.1408 9.9247 -2.5643
H 3.0888 -9.4629 3.7306
H -4.7784 3.3416 4.1406
H 3.9768 5.5777 4.9053
H -5.5069 8.2616 -3.3471
H 11.2776 1.7288 -4.4662
H -1.1373 -1.4789 8.5073
H -3.6349 -8.5445 4.8181
H 7.3137 0.6357 -5.9844
H 2.0205 -7.4287 3.6720
H -8.1589 1.4030 -4.4195
H -0.6345 13.1535 -2.6405
H 6.3578 0.9861 4.7792
H 6.0174 -3.9518 -2.4530
H 2.8988 4.2687 4.4753
H -4.3163 6.9922 -0.6562
H -1.1698 -1.4940 0.1872
H -7.1035 3.3333 2.6311
H 1.5679 12.9162 -1.6430
H 3.3960 11.6350 -0.4076
H -1.0014 -0.0474 9.5725
H 2.0173 1.2979 -0.9286
H 1.0551 -1.5783 -6.7191
H -7.8475 -5.8682 -2.4461
H -0.6735 -4.9865 11.0188
H -0.6740 0.4734 -1.7304
H 1.6160 -0.9982 -8.3219
H 0.4066 3.2635 -7.8966
H -4.1497 6.8720 -2.4578
H 8.5520 4.9374 1.4458
H -7.4963 9.1163 -4.1259
H -4.0027 -10.2387 6.3290
H -8.5368 1.8655 1.7559
H -1.8715 -0.3735 1.4167
H 2.3651 -5.5574 5.7568
H 12.3085 2.1906 -5.8128
H -11.0723 -2.0105 -5.7430
H 11.2828 2.4227 2.5505
H 12.0054 3.0234 0.9920
H 5.1116 -5.5614 -3.7535
H -8.5286 -6.0957 10.3391
H -1.5711 -3.1947 9.7601
H 7.6085 1.9372 -7.0838
H 3.9579 2.1004 4.0149
H -6.9301 -5.3462 10.2775
H -4.2636 -6.4131 -6.3914
H -0.9415 11.4544 -2.3669
H -8.0562 -5.6645 5.6434
H 0.1719 -3.9181 12.0945
H -6.6804 -4.5437 5.5415
H 3.3306 9.9665 -0.7807
H 1.0195 1.8362 -2.3173
H 9.7859 8.4943 -5.7835
H 0.4066 -0.6047 8.8087
H -8.9558 -5.5682 8.1149
H -1.1080 12.5530 -0.9950
H 5.6674 1.3000 6.3989
H 4.9384 0.2139 5.2361
H -2.7960 -7.5285 3.1138
H 7.5148 6.1175 -5.0002
H 0.1574 -2.0493 -8.1089
H -5.0234 -4.8098 -6.2026
H -7.1895 -7.0167 9.8658
H 9.7366 6.7623 -5.2800
H 3.2687 -10.2292 5.3884
H 9.1998 1.8286 -5.1548
H 0.9840 1.1722 -8.7761
*
```

Atom charges from the Löwdin analysis, given in e for atoms 1 to 99: 0.003 0.027 0.028 0.010 0.012 0.044 0.022 0.005 0.016 0.035 0.012 0.019 0.025 0.051 -0.003 0.030 -0.008 0.016 0.017 0.027 0.002 -0.009 -0.007 0.004 -0.004 -0.002 -0.025 -0.009 0.008 0.002 0.007 -0.008 -0.584 -0.008 -0.586 -0.003 -0.019 -0.561 -0.557 -0.052 -0.006 0.005 -0.019 -0.006 -0.001 -0.005 -0.093 -0.019 -0.577 -0.550 -0.001 -0.584 0.005 -0.598 -0.542 -0.523 -0.044 -0.601 -0.072 -0.572 -0.061 -0.061 -0.055 -0.051 -0.113 -0.539 -0.531 -0.071 -0.049 -0.040 -0.574 -0.549 -0.008 -0.080 -0.076 0.000 -0.060 -0.063 0.001 -0.008 0.081 0.091 0.083 0.083 0.076 0.084 0.079 0.082 0.076 0.075 0.089 0.072 0.096 0.080 0.081 0.128 0.084 0.080 0.084

---

# 4
The following is a DFT calculation (ωB97M-V/def2-TZVPD) of 2 unconnected molecules or ions with the total composition C3H6O at a distorted geometry.

Relative energy (zero: lowest compared OMol25 entry of this formula, charge and spin) (kcal/mol): 89.43
Structure (SMILES): C=C.C=O
HOMO level (eV): -8.70
Strongest force on any atom (eV/Å): 4.7
LUMO energy (eV): -0.1

```
! RIJCOSX wB97M-V def2-TZVPD def2/J DEFGRID3
* xyz 0 1
O 1.3544 -0.8427 -0.5755
C -0.7644 0.6650 0.0519
C -0.8742 -0.5956 -0.5122
C 1.2220 0.0158 0.3618
H -0.5431 1.5223 -0.5706
H 1.8760 0.9054 0.3680
H -1.2648 -1.4286 0.0577
H -1.2427 0.8740 0.9993
H 0.9511 -0.3073 1.3774
H -0.7143 -0.8083 -1.5579
*
```

In elementary charge units, the Löwdin charges are: -0.163 -0.121 -0.003 -0.216 0.073 0.098 0.085 0.070 0.093 0.084

---

For reference, DFT total energy by record: -29331.7229; -8332.0815; -108196.6187; -5251.8163 eV.